# 1
Formula: C2H3F2N
Source: the OMol25 dataset
Level of theory: ωB97M-V/def2-TZVPD

## Properties
ΔE to the lowest compared entry with this formula, charge and spin ... 127.75 kJ/mol
Net charge ... 0
SMILES ... FC1(F)CN1
Lowest unoccupied orbital energy ... 0.91 eV
Multiplicity ... 1

Last column: Mulliken charge in e.
Cartesian coordinates (Å):
F 1.30 1.25 -0.09  -0.21
C 0.65 0.17 -0.01  0.89
F 1.80 -0.97 -0.10  -0.38
C -0.74 -0.23 -0.45  -0.56
N -0.26 -0.13 0.96  -0.47
H -1.34 0.57 -1.06  0.23
H -0.95 -1.24 -0.90  0.24
H -0.46 0.57 1.65  0.25

=====

# 2
Formula: C18H36Br4GeO2RhSeSi4
Source: the OMol25 dataset
Level of theory: ωB97M-V/def2-TZVPD

## Properties
Net charge ... 0
Lowest unoccupied orbital energy (spin up / spin down) ... -3.29 / -3.03 eV
Multiplicity ... 2

Last column: Mulliken charge in e.
Cartesian coordinates (Å):
Rh -0.90 -0.49 0.28  -0.04
Br -1.69 -4.99 -5.49  -0.14
C -1.96 -4.03 -3.88  0.12
C -3.11 -4.26 -3.12  0.04
Br -4.43 -5.46 -3.75  -0.14
C -3.29 -3.59 -1.93  -0.06
Br -4.84 -3.84 -0.89  -0.10
C -2.34 -2.68 -1.43  0.56
O -2.46 -2.10 -0.32  -0.60
C -1.16 -2.38 -2.26  -0.02
O -0.35 -1.50 -1.86  -0.22
C -1.02 -3.10 -3.47  -0.11
Br 0.48 -2.70 -4.54  -0.06
C 2.78 3.80 1.05  -1.05
Si 1.15 2.80 0.99  0.39
C 0.66 2.48 2.81  -0.92
C -0.22 3.79 0.09  -1.05
Ge 1.21 0.54 -0.15  0.73
Si 2.38 1.23 -2.28  0.57
C 3.95 2.34 -2.16  -1.02
C 1.01 2.18 -3.22  -1.17
C 2.89 -0.44 -3.05  -0.88
Si 3.01 -0.78 0.95  0.21
C 4.66 0.19 1.06  -0.94
C 2.27 -1.04 2.70  -1.01
C 3.32 -2.44 0.06  -1.00
H 2.63 4.72 1.60  0.41
H 3.14 4.06 0.06  0.25
H 3.57 3.24 1.55  0.25
H 0.32 3.40 3.29  0.38
H 1.49 2.09 3.39  0.26
H -0.16 1.76 2.88  0.10
H -0.58 4.62 0.69  0.44
H -1.07 3.14 -0.11  0.23
H 0.13 4.19 -0.85  0.30
H 3.73 3.30 -1.72  0.27
H 4.35 2.51 -3.15  0.38
H 4.73 1.87 -1.57  0.23
H 0.96 3.21 -2.89  0.29
H 0.05 1.71 -3.04  0.27
H 1.18 2.18 -4.29  0.44
H 3.91 -0.70 -2.78  0.27
H 2.82 -0.43 -4.13  0.41
H 2.23 -1.23 -2.69  0.04
H 4.53 1.15 1.55  0.21
H 5.07 0.38 0.08  0.21
H 5.40 -0.37 1.63  0.40
H 2.39 -0.15 3.31  0.27
H 2.74 -1.87 3.23  0.40
H 1.20 -1.25 2.63  0.19
H 3.89 -2.29 -0.85  0.28
H 2.38 -2.91 -0.20  0.23
H 3.88 -3.14 0.68  0.40
C -5.62 -0.18 0.87  -0.86
Si -4.48 -0.38 2.39  0.57
C -4.22 -2.16 3.00  -0.89
C -4.98 0.72 3.87  -1.07
Se -2.39 0.48 1.78  -0.29
H -6.66 -0.29 1.14  0.38
H -5.39 -0.94 0.13  0.14
H -5.49 0.79 0.42  0.31
H -5.11 -2.55 3.49  0.36
H -3.41 -2.20 3.72  0.29
H -3.98 -2.83 2.18  0.19
H -5.95 0.42 4.26  0.36
H -5.04 1.76 3.60  0.31
H -4.26 0.62 4.68  0.29

=====

# 3
Formula: C5H9P
Source: the OMol25 dataset
Level of theory: ωB97M-V/def2-TZVPD

## Properties
ΔE to the lowest compared entry with this formula, charge and spin ... 346.56 kJ/mol
Net charge ... 0
Lowest unoccupied orbital energy (spin up / spin down) ... 1.07 / -2.77 eV
Multiplicity ... 3

Last column: Mulliken charge in e.
Cartesian coordinates (Å):
C 1.60 -0.45 -1.01  -0.70
C 1.07 -1.37 0.03  -0.56
C -0.01 0.98 0.77  -0.87
C -0.94 0.71 -0.37  -0.29
C 0.39 -0.09 -0.18  0.43
P -2.45 -0.37 -0.17  0.00
H 2.54 -0.03 -1.04  0.33
H 1.20 -0.63 -2.04  0.19
H 0.63 -2.43 -0.06  0.19
H 1.53 -1.36 1.00  0.24
H 0.45 1.96 0.80  0.25
H -0.23 0.69 1.85  0.28
H -0.96 1.39 -1.13  0.40
H -1.83 -1.02 0.98  0.05
H -1.99 -1.32 -1.07  0.07

=====

# 4
Formula: C18H34N2O3PRhSTe
Source: the OMol25 dataset
Level of theory: ωB97M-V/def2-TZVPD

## Properties
Net charge ... +2
Lowest unoccupied orbital energy (spin up / spin down) ... -8.05 / -8.19 eV
Multiplicity ... 1

Last column: Mulliken charge in e.
Cartesian coordinates (Å):
Rh 0.14 0.39 -0.92  -0.25
C -1.80 2.20 -2.53  -0.79
C -0.73 3.24 -2.22  -0.86
N 0.08 2.76 -1.10  0.23
C 1.45 3.29 -1.05  -0.64
C 2.33 2.70 -2.16  -0.70
S 1.94 0.96 -2.55  0.04
C 0.92 1.10 -4.07  -0.61
C -0.52 0.59 -3.96  -0.83
N -1.20 0.85 -2.68  -0.02
H -2.35 2.48 -3.43  0.42
H -2.51 2.15 -1.70  0.36
H -1.21 4.19 -1.99  0.44
H -0.10 3.39 -3.09  0.29
H -0.40 2.97 -0.23  0.23
H 1.87 3.02 -0.08  0.26
H 1.46 4.38 -1.13  0.37
H 3.37 2.69 -1.84  0.51
H 2.27 3.26 -3.09  0.44
H 1.44 0.49 -4.81  0.46
H 0.98 2.13 -4.40  0.45
H -0.52 -0.48 -4.11  0.38
H -1.08 1.04 -4.79  0.33
H -1.95 0.17 -2.60  0.33
Te 0.89 -2.08 -2.03  0.53
C 0.44 -4.02 -1.34  0.27
C -0.65 -4.33 -0.53  -0.07
C -0.86 -5.64 -0.15  -0.56
C 0.01 -6.64 -0.58  -0.53
C 1.09 -6.33 -1.39  -0.58
C 1.31 -5.01 -1.77  -0.61
H -1.34 -3.55 -0.21  0.44
H -1.71 -5.89 0.47  0.41
H -0.16 -7.66 -0.27  0.41
H 1.76 -7.10 -1.73  0.40
H 2.16 -4.77 -2.41  0.32
C 1.01 2.88 4.15  -1.12
C 1.53 1.54 3.69  -0.26
O 0.50 0.74 3.06  -0.26
P 0.22 0.66 1.50  0.54
O -1.28 1.18 1.25  -0.20
C -2.39 0.95 2.18  -0.18
C -2.75 2.24 2.89  -1.14
O -0.04 -0.94 1.27  -0.06
C 0.79 -1.97 1.88  -0.14
C 0.11 -2.54 3.11  -1.26
H 1.81 3.44 4.62  0.43
H 0.21 2.75 4.89  0.29
H 0.63 3.46 3.31  0.28
H 1.88 0.95 4.54  0.33
H 2.37 1.67 3.00  0.36
H -2.13 0.16 2.88  0.23
H -3.22 0.60 1.56  0.38
H -2.00 2.50 3.62  0.21
H -3.70 2.11 3.40  0.43
H -2.85 3.05 2.17  0.28
H 1.77 -1.56 2.12  0.32
H 0.91 -2.74 1.13  0.22
H 0.02 -1.79 3.90  0.30
H 0.69 -3.38 3.49  0.46
H -0.89 -2.90 2.85  0.28

=====

# 5
Formula: C2H2N2OS
Source: the OMol25 dataset
Level of theory: ωB97M-V/def2-TZVPD

## Properties
ΔE to the lowest compared entry with this formula, charge and spin ... 239.14 kJ/mol
Net charge ... 0
SMILES ... C#[N+][S-].N=C=O
Lowest unoccupied orbital energy ... 0.21 eV
Multiplicity ... 1

Last column: Mulliken charge in e.
Cartesian coordinates (Å):
C -1.70 -0.15 0.77  -0.18
N -1.68 -1.10 0.09  0.07
S -1.95 -2.40 -0.55  -0.20
H -1.10 0.62 1.22  0.31
N 1.29 1.15 0.12  -0.39
C 1.85 0.37 -0.60  0.56
O 2.44 -0.46 -1.18  -0.42
H 0.85 1.96 0.14  0.25

=====

# 6
Formula: H6O2S
Source: the OMol25 dataset
Level of theory: ωB97M-V/def2-TZVPD

## Properties
ΔE to the lowest compared entry with this formula, charge and spin ... 39.05 kJ/mol
Net charge ... 0
SMILES ... O.O.S
Lowest unoccupied orbital energy ... 0.59 eV
Multiplicity ... 1

Last column: Mulliken charge in e.
Cartesian coordinates (Å):
O 2.36 1.25 -1.49  -0.63
H 2.43 0.58 -0.79  0.32
H 2.17 0.66 -2.23  0.31
O -0.66 -0.69 2.67  -0.63
H -0.19 -0.20 3.33  0.31
H -1.19 -0.09 2.12  0.31
S -1.83 -0.10 -0.83  -0.30
H -1.08 -1.21 -0.67  0.16
H -2.01 -0.19 -2.11  0.14

=====

# 7
Formula: C16H35FeN2O6S4
Source: the OMol25 dataset
Level of theory: ωB97M-V/def2-TZVPD

## Properties
Net charge ... 0
Lowest unoccupied orbital energy (spin up / spin down) ... 0.13 / -0.96 eV
Multiplicity ... 6

Last column: Mulliken charge in e.
Cartesian coordinates (Å):
Fe 0.36 0.56 0.50  1.10
O 3.48 2.73 1.06  -0.64
S 2.45 2.27 0.16  1.13
O 2.31 0.73 0.24  -0.78
O 1.07 2.60 0.70  -0.31
S 2.64 2.85 -1.68  -0.46
C 2.47 -1.75 5.56  -1.05
C 3.54 -0.67 5.62  -0.15
C 4.31 -0.50 4.31  -0.97
C 3.45 -0.06 3.13  -1.05
N 2.82 1.23 3.39  0.45
C 1.54 1.53 3.31  0.09
S 0.33 0.35 2.89  -0.57
N 1.14 2.77 3.52  0.17
C 2.01 3.93 3.64  -1.11
C 2.44 4.21 5.08  -0.17
C 3.20 5.53 5.19  -0.40
C 3.64 5.82 6.62  -1.31
H 2.05 -1.95 6.55  0.38
H 2.88 -2.68 5.18  0.28
H 1.64 -1.46 4.91  0.18
H 4.26 -0.91 6.41  0.38
H 3.09 0.29 5.91  0.08
H 4.78 -1.45 4.04  0.43
H 5.12 0.22 4.45  0.35
H 2.67 -0.78 2.90  0.60
H 4.07 0.06 2.24  0.31
H 3.46 2.01 3.33  0.35
H 0.15 2.92 3.39  0.32
H 1.46 4.78 3.24  0.49
H 2.87 3.79 2.98  0.23
H 3.07 3.39 5.44  0.10
H 1.56 4.23 5.72  0.32
H 2.56 6.34 4.83  0.31
H 4.07 5.50 4.53  0.36
H 2.78 5.85 7.29  0.33
H 4.15 6.78 6.69  0.39
H 4.32 5.06 6.98  0.32
C -0.77 5.46 -3.16  -1.54
C -1.63 4.52 -2.31  0.10
C -0.83 4.08 -1.10  -0.29
S -1.58 2.98 0.13  0.47
O -1.14 1.58 -0.31  -0.65
C -3.35 2.99 -0.26  -1.00
C -3.81 2.06 -1.38  -0.24
C -4.12 0.65 -0.87  -1.14
H -1.29 5.74 -4.08  0.42
H 0.16 4.98 -3.44  0.35
H -0.53 6.37 -2.62  0.37
H -1.93 3.66 -2.91  0.14
H -2.55 5.04 -2.02  0.24
H -0.47 4.93 -0.53  0.56
H 0.06 3.51 -1.39  -0.28
H -3.56 4.04 -0.48  0.47
H -3.85 2.75 0.68  0.57
H -3.06 2.01 -2.16  0.12
H -4.71 2.50 -1.81  0.43
H -3.23 0.15 -0.51  0.10
H -4.56 0.06 -1.67  0.38
H -4.84 0.69 -0.06  0.36
O -1.25 -0.93 0.94  -0.55
C -0.74 -1.59 0.00  0.26
O 0.28 -1.13 -0.61  -0.60
H -1.15 -2.56 -0.30  0.48

=====

# 8
Formula: C27H23N6Pd
Source: the OMol25 dataset
Level of theory: ωB97M-V/def2-TZVPD

## Properties
Net charge ... +1
Lowest unoccupied orbital energy ... -2.17 eV
Multiplicity ... 1

Last column: Mulliken charge in e.
Cartesian coordinates (Å):
Pd 0.06 0.03 -0.38  0.01
C -0.08 1.54 2.45  -1.48
N -0.51 0.26 1.87  -0.01
C -0.02 -0.94 2.57  -1.11
C 1.12 -1.59 1.84  0.31
N 1.49 -1.26 0.63  0.23
C 2.60 -2.07 0.35  -0.18
C 3.46 -2.06 -0.75  -0.12
C 4.51 -2.96 -0.73  -0.77
C 4.71 -3.84 0.34  -0.46
C 3.89 -3.82 1.45  -1.05
C 2.84 -2.91 1.43  0.61
N 1.87 -2.58 2.37  -0.11
C 1.03 2.18 1.66  0.20
N 1.38 1.81 0.47  0.74
C 2.35 2.72 0.06  -0.08
C 3.05 2.79 -1.14  -0.75
C 3.97 3.81 -1.28  -0.65
C 4.19 4.74 -0.24  -0.43
C 3.50 4.68 0.95  -1.07
C 2.57 3.65 1.07  0.89
N 1.71 3.27 2.10  -0.12
H 0.22 1.42 3.49  0.39
H -0.92 2.23 2.45  0.54
H -1.53 0.23 1.87  0.34
H -0.84 -1.66 2.66  0.47
H 0.31 -0.70 3.59  0.40
H 3.32 -1.37 -1.56  0.56
H 5.19 -2.99 -1.57  0.42
H 5.54 -4.53 0.31  0.40
H 4.06 -4.48 2.30  0.42
H 1.76 -2.99 3.28  0.23
H 2.87 2.07 -1.93  0.45
H 4.53 3.91 -2.19  0.41
H 4.92 5.53 -0.39  0.39
H 3.67 5.39 1.74  0.41
H 1.59 3.74 2.98  0.22
C 1.02 -1.80 -4.20  -0.78
C 0.55 -0.84 -5.07  -0.40
C -0.19 0.22 -4.58  -0.66
C -0.44 0.31 -3.22  0.97
N 0.07 -0.62 -2.36  -0.07
C 0.76 -1.65 -2.85  -0.42
C -1.25 1.33 -2.55  0.26
C -2.07 2.23 -3.22  -0.73
C -2.89 3.08 -2.51  -0.74
C -2.90 3.02 -1.12  -0.94
C -2.08 2.13 -0.45  0.13
C -1.24 1.27 -1.15  0.44
H 1.57 -2.66 -4.55  0.44
H 0.75 -0.91 -6.13  0.44
H -0.58 0.98 -5.24  0.39
H 1.09 -2.38 -2.13  0.75
H -2.09 2.26 -4.31  0.31
H -3.53 3.78 -3.02  0.40
H -3.56 3.68 -0.56  0.41
H -2.12 2.11 0.63  0.17

=====

Total energy: -9045.3144, -459896.2487, -14611.1351, -58750.6861, -17966.4977, -15027.1966, -110155.4394, -40789.6129 (eV)